Version P
Formula: C6H5NO
Source: the Open Molecules 2025 dataset
Level of theory: the ωB97M-V functional and the def2-TZVPD basis

```
! wB97M-V def2-TZVPD RIJCOSX def2/J DEFGRID3
* xyz 0 1
N -2.533 -1.488 1.476
C -1.578 -1.058 0.998
C -0.408 -0.315 0.500
C -0.382 1.207 0.577
C -0.277 0.471 -0.765
C 1.151 -0.038 -0.954
C 1.010 -0.877 0.346
O 1.695 -1.771 0.866
H 0.604 1.583 0.849
H -1.390 1.741 0.716
H -0.890 0.588 -1.735
H 1.911 0.727 -1.107
H 1.087 -0.770 -1.767
*
```

## Properties
* E_LUMO: 0.451 eV

Version Q
Formula: C6H5NO
Source: the Open Molecules 2025 dataset
Level of theory: the ωB97M-V functional and the def2-TZVPD basis

```
! wB97M-V def2-TZVPD RIJCOSX def2/J DEFGRID3
* xyz 0 1
O -2.976 -0.924 -0.283
C -1.806 -0.481 0.102
C -1.445 1.062 0.253
N 0.011 0.585 0.099
C 1.357 0.792 -0.236
C 1.970 -0.435 -0.051
C 0.999 -1.575 0.151
C -0.254 -0.816 0.192
H -1.780 1.437 -0.797
H -1.865 1.788 1.005
H 1.531 1.727 -0.382
H 3.031 -0.553 -0.344
H 1.228 -2.607 0.291
*
```

## Properties
* E_LUMO: 0.136 eV

The most stable arrangement is version P, and the next structure is 130.3 kJ/mol less stable.

Version P
Formula: C5H10N
Source: the Open Molecules 2025 dataset
Level of theory: the ωB97M-V functional and the def2-TZVPD basis

```
! wB97M-V def2-TZVPD RIJCOSX def2/J DEFGRID3
* xyz 1 3
C -2.565 -0.392 0.529
C -1.604 -0.825 -0.210
C 0.872 -1.011 -0.235
C -0.209 -0.303 -0.185
C -0.140 1.168 -0.008
N 2.222 -0.287 0.018
H -3.572 -0.751 0.439
H -2.381 0.334 1.342
H -1.654 -1.675 -0.973
H 0.906 -2.067 -0.422
H 0.529 1.666 -0.721
H 0.348 1.500 0.937
H -1.137 1.736 -0.350
H 2.227 0.588 -0.662
H 2.949 -0.964 -0.232
H 2.246 0.190 0.904
*
```

## Properties
* E_LUMO (spin up / spin down): -3.653 / -7.236 eV
* <S²>: 2.007

Version Q
Formula: C5H10N
Source: the Open Molecules 2025 dataset
Level of theory: the ωB97M-V functional and the def2-TZVPD basis

```
! wB97M-V def2-TZVPD RIJCOSX def2/J DEFGRID3
* xyz 1 3
C -0.289 -1.753 -2.032
C -0.269 -0.591 -1.400
C 0.298 1.882 -1.065
C 0.613 -0.837 2.578
C -0.445 0.558 -0.715
N -0.019 0.027 1.908
H -0.882 -2.041 -2.819
H -0.400 2.582 -1.544
H 0.484 2.402 -0.205
H 1.148 1.651 -1.748
H 1.491 -1.474 2.376
H 0.222 -1.220 3.614
H 0.356 -2.529 -1.577
H -1.487 0.799 -0.443
H -0.949 0.375 2.252
H 0.130 0.171 0.819
*
```

## Properties
* E_LUMO (spin up / spin down): -4.918 / -6.785 eV
* <S²>: 2.011

The most stable arrangement is version P, and the next structure is 91.9 kJ/mol less stable.

Version P
Formula: C19H27N3O3S
Source: the Open Molecules 2025 dataset
Level of theory: the ωB97M-V functional and the def2-TZVPD basis

```
! wB97M-V def2-TZVPD RIJCOSX def2/J DEFGRID3
* xyz 0 1
C 7.316 1.086 -0.802
C 6.017 1.324 -0.345
C 5.666 0.512 0.807
C 5.561 -1.109 0.489
H 5.252 -1.798 1.268
H 6.456 -1.481 0.288
C 4.458 -1.610 -0.440
N 3.154 -1.132 -0.425
C 2.192 -2.063 -0.110
O 2.500 -3.329 -0.065
C 0.834 -1.340 0.348
C -0.315 -2.187 -0.156
C -1.471 -2.016 0.135
C -1.644 -0.552 0.994
C -0.557 0.071 1.232
C 0.650 -0.385 1.173
H 1.613 0.046 1.443
H -0.743 0.941 2.001
C -2.909 -0.055 1.214
O -3.264 0.846 2.098
N -4.101 -0.919 0.639
C -4.002 -2.003 0.232
S -5.138 -2.919 -0.399
N -2.673 -2.485 0.052
H -2.516 -3.251 -0.843
C -5.312 -0.344 0.829
C -5.944 -0.068 -0.512
C -4.830 0.728 -1.532
O -3.923 1.322 -0.842
C -4.191 2.643 -0.559
C -3.004 3.507 -0.102
H -3.296 4.406 0.040
H -2.680 2.938 0.884
H -2.214 3.238 -0.783
H -5.072 2.613 0.111
H -4.543 3.393 -1.502
H -5.324 1.098 -2.510
H -4.356 -0.292 -1.638
H -6.667 0.978 -0.299
H -6.625 -0.560 -0.899
H -5.976 -1.206 1.419
H -5.452 0.539 1.778
H -0.158 -3.254 -0.555
H 2.876 -0.319 -0.251
H 4.728 -0.943 -1.620
H 4.737 -2.631 -0.751
H 4.607 0.600 1.260
H 6.358 0.447 1.676
H 5.163 1.306 -1.250
H 5.666 2.435 0.051
H 7.370 0.148 -1.385
H 8.026 1.204 -0.141
H 7.696 1.885 -1.747
*
```

## Properties
* E_LUMO: -1.169 eV

Version Q
Formula: C19H27N3O3S
Source: the Open Molecules 2025 dataset
Level of theory: the ωB97M-V functional and the def2-TZVPD basis

```
! wB97M-V def2-TZVPD RIJCOSX def2/J DEFGRID3
* xyz 0 1
C 5.510 1.354 -1.294
C 4.088 1.074 -0.826
C 3.864 1.582 0.605
C 2.491 1.234 1.078
C 1.436 2.094 1.016
C 0.134 1.702 1.473
O -0.899 2.342 1.431
N 0.115 0.404 2.009
C 1.194 -0.404 1.962
S 0.956 -2.074 2.464
C 1.970 -2.865 1.182
C 1.834 -2.222 -0.202
O 2.817 -2.197 -0.910
C 0.580 -1.585 -0.565
C 0.564 -0.385 -1.329
C -0.720 0.071 -1.374
C -1.191 1.338 -1.996
N -1.511 -0.826 -0.692
C -2.945 -0.753 -0.496
C -3.705 -1.153 -1.761
C -3.398 0.609 0.053
O -4.408 0.357 1.010
C -4.868 1.534 1.626
C -0.737 -1.838 -0.206
C -1.324 -3.043 0.443
N 2.352 -0.037 1.543
H 5.648 0.993 -2.310
H 5.719 2.422 -1.275
H 6.228 0.850 -0.652
H 3.895 0.001 -0.859
H 3.380 1.571 -1.493
H 4.588 1.100 1.263
H 4.008 2.663 0.639
H 1.539 3.087 0.611
H -0.772 0.056 2.355
H 1.659 -3.910 1.157
H 3.019 -2.814 1.476
H 1.429 0.081 -1.754
H -0.422 1.695 -2.676
H -2.113 1.206 -2.555
H -1.354 2.104 -1.238
H -3.199 -1.469 0.291
H -3.502 -0.468 -2.579
H -4.771 -1.145 -1.553
H -3.415 -2.153 -2.075
H -3.796 1.252 -0.744
H -2.563 1.137 0.534
H -5.353 2.198 0.899
H -5.591 1.230 2.379
H -4.043 2.078 2.100
H -0.563 -3.808 0.558
H -2.125 -3.456 -0.170
H -1.728 -2.818 1.430
*
```

## Properties
* E_LUMO: 0.452 eV

The most stable arrangement is version Q, and the next structure is 1704.9 kJ/mol less stable.

Version P
Formula: C45H46BCl5F3HgN9S4Se
Source: the Open Molecules 2025 dataset
Level of theory: the ωB97M-V functional and the def2-TZVPD basis

```
! wB97M-V def2-TZVPD RIJCOSX def2/J DEFGRID3
* xyz -1 2
Hg -0.769 -0.482 -3.313
C 3.554 -2.997 -0.269
C 2.944 -1.799 0.381
C 3.649 -1.004 1.270
C 3.096 0.244 1.648
N 1.885 0.596 1.345
N 1.088 -0.299 0.678
B -0.309 -0.076 0.731
N -1.164 -1.296 0.876
N -0.665 -2.130 1.791
C -1.317 -3.196 2.134
C -2.583 -3.481 1.569
C -3.095 -2.653 0.616
C -4.414 -2.899 -0.036
C -2.323 -1.517 0.211
S -2.808 -0.496 -1.033
C -0.610 -4.066 3.165
C 0.665 -4.612 2.505
C -0.229 -3.196 4.371
C -1.488 -5.225 3.635
N -0.814 1.177 1.402
N -0.836 1.005 2.734
C -1.188 1.977 3.509
C -1.641 3.216 2.967
C -1.583 3.425 1.629
C -1.998 4.708 0.994
C -1.071 2.366 0.786
S -0.785 2.579 -0.832
C -1.055 1.779 5.011
C -0.170 2.905 5.568
C -2.443 1.839 5.661
C -0.398 0.431 5.313
C 1.639 -1.415 0.022
S 0.739 -2.239 -1.169
C 3.899 1.231 2.488
C 5.274 1.455 1.846
C 3.164 2.567 2.600
C 4.060 0.618 3.887
H 4.553 -3.193 0.123
H 3.618 -2.827 -1.348
H 2.918 -3.873 -0.137
H 4.633 -1.310 1.597
H -3.143 -4.354 1.876
H -4.915 -3.762 0.401
H -4.269 -3.060 -1.105
H -5.043 -2.013 0.064
H 1.309 -3.785 2.204
H 0.416 -5.186 1.610
H 1.208 -5.259 3.198
H 0.394 -2.363 4.049
H 0.315 -3.791 5.107
H -1.124 -2.790 4.849
H -1.762 -5.878 2.804
H -2.397 -4.859 4.119
H -0.939 -5.824 4.363
H -2.029 3.987 3.620
H -2.424 5.395 1.726
H -2.723 4.511 0.204
H -1.136 5.171 0.511
H -0.637 3.882 5.437
H 0.794 2.915 5.057
H 0.006 2.754 6.634
H -2.946 2.780 5.432
H -2.358 1.753 6.746
H -3.068 1.021 5.296
H 0.573 0.369 4.821
H -1.010 -0.388 4.936
H -0.263 0.315 6.390
H 5.157 1.783 0.812
H 5.865 0.539 1.846
H 5.831 2.218 2.394
H 3.073 3.037 1.621
H 3.709 3.238 3.269
H 2.157 2.413 2.987
H 4.578 -0.341 3.835
H 3.080 0.452 4.339
H 4.633 1.288 4.533
F -2.423 1.655 -8.265
C -2.465 2.711 -7.440
F -3.344 3.587 -8.006
F -1.260 3.319 -7.503
C -2.869 2.386 -6.035
C -3.894 3.098 -5.443
C -4.224 2.860 -4.115
C -3.485 1.917 -3.426
N -2.500 1.222 -3.978
C -2.153 1.419 -5.276
S -0.849 0.501 -5.859
H -4.435 3.842 -6.012
H -5.019 3.402 -3.625
H -3.677 1.698 -2.382
Cl -2.831 -3.116 -3.261
C -1.326 -3.570 -3.982
C -0.375 -2.574 -4.172
C 0.791 -2.972 -4.824
Cl 1.989 -1.816 -5.266
C 1.021 -4.294 -5.210
Cl 2.480 -4.733 -6.019
C 0.060 -5.265 -4.959
Cl 0.336 -6.903 -5.410
C -1.132 -4.898 -4.350
Cl -2.344 -6.086 -4.044
Se 2.963 0.335 -2.404
N 1.408 0.969 -2.896
C 1.644 2.097 -3.584
C 0.650 2.913 -4.173
C 1.033 3.997 -4.904
C 2.403 4.333 -5.061
C 3.389 3.594 -4.479
C 3.031 2.450 -3.726
N 3.893 1.617 -3.137
H -0.389 2.653 -4.044
H 0.277 4.603 -5.387
H 2.662 5.199 -5.658
H 4.435 3.842 -4.598
*
```

## Properties
* E_LUMO (spin up / spin down): 1.681 / 1.640 eV
* <S²>: 0.775

Version Q
Formula: C45H46BCl5F3HgN9S4Se
Source: the Open Molecules 2025 dataset
Level of theory: the ωB97M-V functional and the def2-TZVPD basis

```
! wB97M-V def2-TZVPD RIJCOSX def2/J DEFGRID3
* xyz -1 2
Hg 0.020 0.437 -0.011
C 2.936 -1.394 4.455
C 2.539 -2.360 3.394
C 3.170 -3.569 3.234
C 2.729 -4.442 2.217
N 1.738 -4.131 1.436
N 1.090 -2.974 1.599
B -0.109 -2.825 0.781
N -0.163 -3.493 -0.520
N -1.110 -4.424 -0.625
C -1.245 -5.109 -1.721
C -0.444 -4.843 -2.851
C 0.531 -3.883 -2.768
C 1.386 -3.515 -3.926
C 0.712 -3.207 -1.533
S 1.906 -2.070 -1.268
C -2.277 -6.213 -1.639
C -2.404 -6.997 -2.943
C -3.625 -5.595 -1.253
C -1.811 -7.168 -0.531
N -1.380 -2.739 1.508
N -1.398 -3.438 2.642
C -2.504 -3.590 3.314
C -3.704 -2.989 2.886
C -3.700 -2.235 1.733
C -4.923 -1.557 1.224
C -2.488 -2.112 1.013
S -2.365 -1.220 -0.416
C -2.364 -4.522 4.501
C -1.292 -3.957 5.439
C -3.679 -4.723 5.252
C -1.894 -5.875 3.947
C 1.455 -2.051 2.541
S 0.614 -0.595 2.663
C 3.317 -5.825 2.050
C 4.831 -5.721 1.842
C 3.017 -6.617 3.332
C 2.664 -6.528 0.857
H 3.864 -1.699 4.934
H 3.047 -0.399 4.031
H 2.139 -1.331 5.195
H 3.984 -3.840 3.888
H -0.591 -5.373 -3.775
H 1.063 -4.032 -4.826
H 1.346 -2.439 -4.089
H 2.425 -3.759 -3.712
H -2.679 -6.351 -3.774
H -1.466 -7.495 -3.182
H -3.176 -7.757 -2.834
H -3.967 -4.907 -2.022
H -4.373 -6.373 -1.117
H -3.513 -5.038 -0.327
H -0.826 -7.568 -0.770
H -1.739 -6.628 0.409
H -2.511 -7.995 -0.423
H -4.619 -3.103 3.442
H -5.768 -1.726 1.887
H -4.738 -0.488 1.139
H -5.156 -1.920 0.225
H -1.601 -2.996 5.844
H -1.111 -4.645 6.263
H -0.369 -3.809 4.886
H -4.072 -3.780 5.622
H -4.421 -5.184 4.604
H -3.515 -5.381 6.103
H -0.961 -5.740 3.406
H -1.743 -6.589 4.754
H -2.633 -6.278 3.258
H 5.311 -5.250 2.697
H 5.260 -6.713 1.712
H 5.046 -5.126 0.958
H 3.502 -6.167 4.196
H 1.945 -6.636 3.515
H 3.372 -7.641 3.232
H 2.836 -5.962 -0.054
H 3.071 -7.531 0.742
H 1.589 -6.591 1.008
F 5.107 2.797 -3.665
C 3.917 2.199 -3.409
F 3.813 1.240 -4.349
F 3.000 3.127 -3.702
C 3.856 1.670 -2.007
C 5.017 1.592 -1.257
C 4.967 1.111 0.043
C 3.731 0.728 0.540
N 2.624 0.788 -0.167
C 2.641 1.240 -1.430
S 1.138 1.278 -2.250
H 5.954 1.921 -1.683
H 5.859 1.051 0.644
H 3.615 0.369 1.555
Cl -2.513 1.166 2.196
C -1.211 2.261 2.411
C -0.244 2.348 1.406
C 0.754 3.295 1.640
Cl 1.885 3.656 0.388
C 0.850 4.033 2.814
Cl 2.165 5.111 3.066
C -0.125 3.891 3.792
Cl -0.037 4.814 5.235
C -1.184 3.016 3.577
Cl -2.427 2.888 4.757
Se -0.775 3.398 -1.229
N -1.938 2.115 -1.335
C -3.148 2.639 -1.542
C -4.346 1.915 -1.690
C -5.509 2.610 -1.871
C -5.533 4.018 -1.917
C -4.386 4.752 -1.798
C -3.165 4.078 -1.611
N -1.968 4.655 -1.469
H -4.323 0.835 -1.659
H -6.446 2.078 -1.965
H -6.481 4.527 -2.037
H -4.392 5.831 -1.831
*
```

## Properties
* E_LUMO (spin up / spin down): 1.683 / 1.573 eV
* <S²>: 0.768

The most stable arrangement is version P, and the next structure is 28.8 kJ/mol less stable.